A single C23H30N2O4 molecule. Source: OMol25; level of theory: ωB97M-V/def2-TZVPD.

```
! RIJCOSX wB97M-V def2-TZVPD def2/J DEFGRID3
* xyz 0 1
C -3.299 -0.816 -3.908
O -2.006 -0.672 -3.341
C -1.546 -1.739 -2.668
O -2.171 -2.766 -2.554
C -0.209 -1.508 -2.077
C 0.483 -0.313 -2.252
C 1.701 -0.125 -1.627
C 2.258 -1.117 -0.825
C 3.566 -0.880 -0.106
N 3.490 -0.383 1.252
C 3.076 -1.298 2.291
C 1.567 -1.305 2.562
C 1.096 0.114 2.862
C 1.450 1.035 1.692
C 1.027 2.476 1.993
C 0.973 3.398 0.763
C -0.421 3.405 0.160
O -1.246 4.257 0.417
N -0.661 2.392 -0.705
C -1.971 2.152 -1.259
C -2.623 0.939 -0.668
C -3.912 0.504 -0.715
C -3.945 -0.715 0.009
C -2.677 -0.937 0.450
C -2.098 -2.029 1.272
O -1.865 0.066 0.036
C 2.969 0.950 1.453
C 1.582 -2.327 -0.696
C 0.361 -2.522 -1.311
H -3.314 -1.652 -4.610
H -4.034 -1.001 -3.122
H -3.514 0.119 -4.419
H 0.065 0.453 -2.887
H 2.239 0.803 -1.770
H 4.157 -0.154 -0.675
H 4.129 -1.817 -0.070
H 3.424 -2.301 2.035
H 3.590 -0.989 3.211
H 1.033 -1.683 1.689
H 1.354 -1.964 3.405
H 0.017 0.128 3.029
H 1.582 0.478 3.771
H 0.919 0.666 0.810
H 1.725 2.893 2.723
H 0.039 2.471 2.461
H 1.709 3.095 0.018
H 1.190 4.422 1.070
H 0.007 1.643 -0.797
H -1.893 2.034 -2.348
H -2.577 3.039 -1.046
H -4.734 0.993 -1.196
H -4.799 -1.339 0.177
H -2.867 -2.764 1.489
H -1.704 -1.637 2.210
H -1.282 -2.514 0.739
H 3.262 1.564 0.598
H 3.472 1.357 2.341
H 2.023 -3.124 -0.114
H -0.168 -3.459 -1.220
*
```

- SMILES = COC(=O)c1ccc(CN2CCC[C@@H](CCC(=O)NCc3ccc(C)o3)C2)cc1
- E_HOMO (eV) = -8.226
- energy above the lowest of the compared OMol25 structures with the same formula, charge and spin (kcal/mol) = 28.0
- HOMO-LUMO gap (eV) = 8.50
- calculated total energy (Eh) = -1304.9305